No. 1
Computed, not measured: a structure of composition C42H29N11O2Pt, with ωB97M-V/def2-TZVPD.

Structure (XYZ):
```
85
Properties=species:S:1:pos:R:3:forces:R:3
Pt -0.87153 -0.37203 0.31842 0.12 0.02 0.00
C -0.71980 -5.38262 4.45971 0.01 -0.01 -0.01
C -0.92342 -4.40425 5.41953 0.00 -0.01 0.02
C -0.90280 -3.04248 5.09039 0.04 -0.01 0.00
C -0.68198 -2.72571 3.77177 -0.04 -0.02 0.01
C -0.63072 -1.43845 3.06813 0.19 0.07 -0.01
N -0.71098 -0.26299 3.65164 -0.08 -0.04 0.05
C -0.81183 0.87447 2.99990 -0.04 0.03 -0.06
C -0.69839 2.19788 3.62149 0.02 -0.01 0.01
C -0.42082 2.58153 4.91076 -0.01 0.01 -0.01
C -0.38248 3.95881 5.16712 0.00 -0.01 0.00
C -0.62670 4.88502 4.16552 0.00 0.00 0.01
C -0.92649 4.48241 2.85700 -0.01 0.01 0.02
C -0.95117 3.13082 2.61451 0.02 0.00 -0.01
C -1.22608 2.35948 1.39648 -0.05 0.02 0.00
N -1.58680 2.89372 0.24594 -0.02 0.00 0.01
C -1.69064 2.21564 -0.87656 0.13 0.02 -0.04
N -1.24470 0.94736 -1.10589 -0.30 -0.03 0.04
C -1.43093 0.62780 -2.41505 0.14 0.03 0.02
N -1.00128 -0.46256 -3.01595 -0.07 -0.01 -0.03
C -0.51738 -1.50841 -2.38050 -0.02 -0.03 0.03
N -0.63513 -1.78455 -1.05046 0.13 0.02 -0.08
C -0.05253 -2.98346 -0.78404 -0.05 0.00 -0.02
N -0.01356 -3.59001 0.38361 -0.04 -0.05 -0.01
C -0.30739 -3.01041 1.52683 0.16 0.07 0.05
N -0.41883 -1.67030 1.74450 -0.37 -0.12 -0.06
C -0.47874 -3.71277 2.80397 -0.03 -0.02 -0.02
C -0.48584 -5.05029 3.11880 0.03 0.02 0.03
C 0.49832 -3.53307 -2.02874 0.03 0.01 0.03
C 1.20758 -4.68016 -2.28886 -0.01 -0.01 -0.03
C 1.64285 -4.86864 -3.60801 -0.01 0.00 0.01
C 1.36033 -3.94309 -4.60008 0.01 -0.01 -0.01
C 0.62451 -2.78232 -4.32630 -0.02 -0.02 0.00
C 0.20849 -2.60362 -3.02968 0.03 0.01 0.00
C -2.07903 1.75426 -3.09130 -0.03 0.00 -0.02
C -2.48261 1.93265 -4.39158 0.02 0.00 0.02
C -3.08610 3.15926 -4.70186 -0.01 0.02 -0.02
C -3.24943 4.14630 -3.74581 0.00 0.02 0.00
C -2.81553 3.96274 -2.42455 0.03 -0.02 -0.01
C -2.24059 2.75264 -2.12502 -0.01 0.01 0.02
N -1.11575 1.03663 1.67986 0.13 0.00 0.09
H -0.74366 -6.42387 4.75050 0.00 0.00 0.01
H -1.10406 -4.69851 6.44435 0.00 0.00 0.00
H -1.05750 -2.28067 5.84203 0.00 0.02 -0.02
H -0.24632 1.85577 5.69334 0.00 0.00 0.00
H -0.16375 4.30622 6.16762 0.00 0.00 0.00
H -0.59100 5.93990 4.40074 0.00 0.00 0.00
H -1.12964 5.20489 2.07869 0.00 -0.01 -0.01
H -0.32113 -5.81283 2.37012 -0.01 0.01 -0.01
H 1.42510 -5.40354 -1.51503 0.00 0.01 0.01
H 2.21027 -5.75496 -3.85703 0.00 0.00 0.00
H 1.71346 -4.12250 -5.60643 0.00 0.00 0.00
H 0.39635 -2.06416 -5.10228 0.00 0.01 0.00
H -2.33867 1.17165 -5.14552 -0.01 0.00 0.00
H -3.42869 3.33888 -5.71152 0.00 0.00 0.00
H -3.71790 5.08075 -4.02283 0.00 0.00 0.00
H -2.92812 4.73857 -1.67997 -0.01 -0.01 0.01
C 3.45359 -0.00750 5.31594 -0.01 -0.01 0.02
C 3.84607 0.70177 4.01875 0.01 0.02 -0.02
C 2.81596 0.56841 2.98773 0.06 0.03 -0.06
N 2.00600 0.45686 2.17998 -0.08 -0.01 0.12
H 4.27750 0.03698 6.02487 0.00 0.02 0.00
H 3.21829 -1.05517 5.13277 0.02 0.00 0.00
H 2.58521 0.46626 5.77250 -0.01 -0.01 -0.01
H 4.77537 0.29933 3.61345 -0.01 -0.02 0.00
H 4.01050 1.76752 4.18454 0.01 -0.01 0.01
O -0.28541 2.50378 -6.59205 0.03 0.01 -0.04
C 1.10552 2.23803 -6.62777 -0.04 0.01 -0.02
N 1.37102 1.46887 -5.43581 0.00 0.04 0.09
C 2.64113 1.26635 -4.99982 0.00 0.06 0.02
O 3.61471 1.69860 -5.58029 0.01 -0.06 -0.03
C 2.75596 0.45887 -3.74071 -0.02 0.00 0.01
C 3.75810 -0.49486 -3.61859 0.01 0.03 0.00
C 3.81800 -1.24502 -2.45743 0.00 -0.02 -0.01
C 2.87474 -1.01033 -1.46670 -0.02 -0.01 0.08
N 1.92611 -0.07866 -1.55445 0.08 0.06 -0.08
C 1.89381 0.64670 -2.67035 -0.03 -0.08 -0.06
H -0.53416 2.90130 -7.43346 0.00 -0.02 0.02
H 1.70123 3.15192 -6.59647 0.02 -0.01 0.00
H 1.37116 1.67211 -7.52570 0.02 0.00 0.00
H 0.59564 0.98341 -5.01455 -0.01 -0.03 -0.04
H 4.46985 -0.62854 -4.42332 0.00 0.00 0.00
H 4.57977 -1.99941 -2.31652 0.00 0.00 0.00
H 2.88825 -1.59017 -0.54812 0.00 0.01 0.00
H 1.13997 1.42836 -2.72112 0.02 0.01 0.02
```
Forces are in eV/Å.

As for the spin multiplicity: 1. The value obtained for the max |F| is 0.0077 hartree/bohr. The HOMO energy is -13.67 eV. Its net charge is +2. The energy is -67747.31707 eV. As for the molar mass: 914.85 g mol⁻¹. As for the gap between HOMO and LUMO: 5.25 eV.

No. 2
Computed, not measured: a structure of composition C25H36NO2Tb at a distorted geometry, with ωB97M-V/def2-TZVPD.

Structure (XYZ):
```
65
Properties=species:S:1:pos:R:3:forces:R:3
O 0.16305 -0.17764 -4.19204 0.17 1.29 -1.77
C 0.07094 1.13033 -4.89124 0.13 0.53 0.48
C 0.02370 0.55245 -6.27956 0.03 -0.35 0.48
H 0.97819 1.72058 -4.72238 -0.31 0.04 0.19
H -0.83192 1.69239 -4.61943 0.34 -0.19 0.12
C 0.10018 -0.78525 -5.50186 0.11 -0.69 -1.36
H 0.91844 0.79622 -6.86298 -0.40 -0.20 -0.07
H -0.90464 0.75059 -6.81748 0.21 -0.13 -0.07
C 1.37316 -1.51184 -5.87508 -0.11 -0.28 0.04
H 2.24427 -0.86125 -5.71217 -0.21 -0.27 -0.05
H 1.28918 -1.75531 -6.94262 0.24 -0.03 0.20
H 1.48235 -2.44484 -5.31458 0.13 0.11 0.01
C -1.14501 -1.62863 -5.66507 0.08 -0.11 0.23
H -2.03319 -1.06957 -5.33678 0.20 -0.13 -0.22
H -1.07534 -2.54341 -5.06462 -0.04 0.09 -0.12
H -1.22743 -1.88999 -6.72395 -0.22 -0.09 0.15
Tb -0.19502 -0.38642 1.78066 0.79 1.16 1.62
C -2.41893 -0.71973 3.13858 -0.31 0.64 -0.40
C -2.20209 0.69097 3.12565 -0.87 -0.11 -0.48
C -2.31951 1.15476 1.77376 -0.57 -0.67 0.38
H -2.12592 1.34154 3.99964 0.41 -0.38 -0.44
C -2.66020 0.01678 0.96786 -0.31 0.26 0.57
C -2.67733 -1.13618 1.79690 -0.58 0.44 0.11
H -2.96337 -2.14042 1.47823 0.20 0.36 0.13
H -2.48789 -1.35459 4.02174 0.27 0.24 -0.35
H -2.27072 2.20034 1.44532 0.00 -0.57 0.18
H -3.02997 0.06096 -0.05198 0.36 -0.19 0.29
C 1.04213 -2.19878 3.31186 0.18 -0.61 -0.74
C 0.08627 -2.90581 2.51680 0.93 0.11 0.02
C 0.47499 -2.77875 1.14936 0.66 -0.09 0.22
H -0.72884 -3.52110 2.89958 0.19 0.37 -0.18
C 1.68284 -1.99421 1.10158 -0.02 -0.71 0.52
C 2.02292 -1.63602 2.43977 -0.15 -0.81 -0.32
H 2.91744 -1.09293 2.75606 -0.53 -0.06 -0.14
H 1.10291 -2.20968 4.40052 -0.17 0.29 -0.48
H 0.02101 -3.30149 0.30708 0.05 0.28 0.25
H 2.27113 -1.76963 0.20878 -0.31 0.00 0.34
O 0.52369 0.54202 -0.35199 -1.02 0.06 -0.96
C -0.23967 -0.39269 -1.26551 0.34 0.22 0.24
C -1.21863 0.50632 -2.01533 0.06 0.35 0.58
H -0.71592 -1.21457 -0.67357 0.36 0.75 -0.26
H 0.50989 -0.83306 -1.95018 -0.51 0.19 0.37
C -0.33035 1.74348 -2.21458 0.70 -0.51 -0.24
H -2.08130 0.79996 -1.39274 0.50 -0.25 -0.28
H -1.57419 0.02032 -2.92639 0.13 0.28 0.22
C 0.33613 1.92773 -0.87396 -0.61 -0.36 0.78
H -0.83955 2.61394 -2.63320 0.09 0.03 0.39
H 0.50572 1.47751 -2.86002 -0.37 0.13 0.04
H -0.35051 2.45292 -0.20137 0.35 -0.03 0.25
H 1.31451 2.42615 -0.90943 -0.34 -0.29 0.09
C -0.46751 -0.18979 5.73485 -0.42 -0.34 0.43
C 0.47723 0.72946 5.08479 1.45 1.56 -0.24
C 1.28714 1.64771 5.78378 -0.49 -0.68 -0.74
C 2.07195 2.31652 4.81873 -0.17 -0.36 -1.26
C 1.70337 1.78834 3.55899 -0.40 -0.21 2.09
C 2.23705 2.15148 2.23212 0.22 0.36 -0.51
N 0.71723 0.83456 3.72384 0.05 0.03 0.02
H -0.15659 -0.31419 6.77908 -0.11 -0.06 -0.17
H -0.48268 -1.17616 5.26660 -0.18 0.07 0.08
H -1.48323 0.21911 5.75637 -0.08 -0.24 -0.02
H 1.28104 1.77652 6.86143 0.10 -0.01 -0.19
H 2.83807 3.07377 4.96079 -0.18 -0.14 0.08
H 2.35221 1.28039 1.55873 0.04 0.23 0.18
H 1.58580 2.88916 1.72876 0.27 -0.15 -0.04
H 3.23134 2.60865 2.37347 -0.37 -0.14 -0.30
```
Forces are in eV/Å.

As for the spin multiplicity: 7. The value obtained for the max |F| is 0.0427 hartree/bohr. The HOMO energy (alpha / beta) is -6.10 / -6.09 eV. Its expectation value of S² is 12.6993. Its net charge is 0. The energy is -54527.59184 eV. As for the molar mass: 541.49 g mol⁻¹. As for the gap between HOMO and LUMO (alpha / beta): 6.28 / 6.28 eV.

No. 3
Computed, not measured: an isolated molecule of C23H27N3O4, with ωB97M-V/def2-TZVPD.

Structure (XYZ):
```
57
Properties=species:S:1:pos:R:3:forces:R:3
O 0.85457 0.45459 -2.36340 0.39 0.02 -0.09
C -0.03001 0.38716 -1.53173 0.03 0.03 0.10
N -1.32539 0.27398 -1.88919 -0.35 0.06 -0.30
H -1.48567 0.15455 -2.88091 0.20 0.03 0.09
C -2.44812 0.01229 -1.01569 -0.25 -0.19 0.32
C -2.10435 0.39852 0.43031 -0.20 0.10 -0.27
N -0.77958 -0.00124 0.83826 0.14 -0.01 0.10
C 0.24876 0.52285 -0.03597 0.23 0.22 0.03
C 0.49894 2.02243 0.24760 0.12 -0.15 -0.04
C 0.77678 2.17673 1.72732 -0.35 0.13 -0.66
O 1.77272 1.74114 2.26742 0.34 -0.25 0.05
N -0.19937 2.77264 2.45533 -0.23 0.43 0.50
C -0.06807 3.05213 3.86627 0.13 0.16 0.19
H 0.80402 2.50132 4.21828 -0.15 0.02 -0.04
C 0.09078 4.55987 4.07703 -0.26 -0.12 -0.03
C -1.07269 5.27857 3.39309 0.21 -0.20 -0.24
C -1.15259 4.82106 1.93744 0.07 0.46 0.25
H -2.04086 5.21261 1.43896 0.08 -0.03 -0.01
H -0.25604 5.13982 1.38819 -0.07 -0.06 -0.01
O -1.28921 3.40651 1.85722 0.04 -0.55 -0.07
H -0.94065 6.35983 3.42952 -0.06 0.05 -0.01
H -2.00739 5.02409 3.89681 -0.06 0.05 0.00
H 0.11101 4.78711 5.14265 0.05 0.01 0.03
H 1.03592 4.88495 3.63681 0.06 -0.01 0.04
H -0.96637 2.68854 4.37544 0.06 -0.01 -0.01
H 1.38377 2.32322 -0.31479 -0.04 0.04 0.05
H -0.35278 2.62384 -0.06301 0.07 -0.02 -0.04
H 1.18880 0.00904 0.18535 -0.11 0.00 -0.13
C -0.62410 -1.38500 1.25189 0.04 0.01 0.05
C -0.91852 -2.42325 0.19324 -0.14 -0.24 0.07
C -0.05367 -2.59074 -0.87897 0.07 -0.09 -0.18
C -0.36537 -3.47535 -1.90543 -0.32 0.13 0.36
C -1.54391 -4.21577 -1.84769 0.24 0.04 -0.17
C -2.38834 -4.07231 -0.76433 -0.02 0.02 0.01
C -2.08351 -3.18038 0.24999 0.09 0.03 0.11
H -2.75541 -3.06720 1.08868 -0.06 0.03 0.10
H -3.29499 -4.65702 -0.71319 -0.07 -0.05 -0.01
H -1.77437 -4.89366 -2.65423 -0.01 -0.09 -0.10
O 0.39640 -3.61487 -3.02779 -0.03 -0.11 -0.17
C 1.72905 -3.26628 -3.00213 0.50 0.10 -0.06
C 2.22939 -2.54129 -4.07564 -0.32 -0.13 0.16
C 3.57461 -2.22786 -4.12319 0.06 -0.01 0.03
C 4.42301 -2.63274 -3.10677 0.13 0.04 -0.02
C 3.92288 -3.36370 -2.04266 0.03 0.02 0.01
C 2.57971 -3.68648 -1.98606 -0.27 -0.11 -0.06
H 2.18601 -4.26429 -1.16168 -0.02 -0.03 0.04
H 4.58087 -3.68817 -1.24991 0.05 -0.03 0.06
H 5.47197 -2.38005 -3.14270 0.08 0.02 -0.01
H 3.95928 -1.65676 -4.95457 0.02 0.05 -0.07
H 1.55422 -2.22716 -4.85568 -0.09 0.05 -0.06
H 0.86275 -2.02371 -0.93487 0.09 0.07 0.00
H -1.29465 -1.53653 2.10365 0.08 -0.08 -0.02
H 0.40337 -1.49596 1.60943 -0.06 -0.02 0.04
H -2.17013 1.48395 0.54374 -0.11 -0.04 -0.01
H -2.83181 -0.05377 1.10649 -0.04 0.06 0.00
H -2.71529 -1.05046 -1.07313 -0.03 0.19 0.00
H -3.30639 0.59864 -1.36107 0.05 -0.05 0.09
```
Forces are in eV/Å.

The structure (SMILES) is O=C1NCCN(Cc2cccc(Oc3ccccc3)c2)[C@@H]1CC(=O)N1CCCCO1. As for the spin multiplicity: 1. The value obtained for the max |F| is 0.0148 hartree/bohr. The HOMO energy is -8.26 eV. Its net charge is 0. The energy is -36948.73784 eV. As for the molar mass: 409.49 g mol⁻¹. As for the gap between HOMO and LUMO: 9.00 eV.